(1)
Formula: C5H9NO3
Source: the OMol25 dataset
Level of theory: ωB97M-V with the def2-TZVPD basis set

As for the HOMO-LUMO gap (alpha / beta): 7.938 / 7.939 eV. The LUMO energy (alpha / beta) is 0.0725 / 0.0732 eV. The energy is -476.300009 Ha.

Element x y z (Å)
C -2.1310 -0.1483 -0.2043
C 1.0599 1.2962 1.2411
C 0.2269 -1.6239 -0.4245
C -0.6676 -0.2501 0.1045
C 0.2466 0.8470 0.0755
N 1.5593 -1.0362 -0.5602
O -0.2250 -1.3225 0.9303
O 0.1489 1.7733 -0.8958
O -0.1552 -2.5556 -1.1228
H -0.4417 1.4557 -1.5980
H 2.2161 -1.1937 0.1958
H 1.9322 -1.1027 -1.5009
H -2.7041 -0.0009 0.7159
H -2.3615 0.6772 -0.8834
H -2.4648 -1.0718 -0.6803
H 0.5306 2.1186 1.7351
H 1.1922 0.4820 1.9520
H 2.0380 1.6557 0.9202

Atomic charges from the Mulliken analysis, expressed in e, are listed below:
1. C -1.117
2. C -1.411
3. C 0.677
4. C 0.308
5. C 0.824
6. N -0.466
7. O -0.499
8. O -0.483
9. O -0.615
10. H 0.373
11. H 0.216
12. H 0.194
13. H 0.253
14. H 0.304
15. H 0.369
16. H 0.348
17. H 0.347
18. H 0.377

***

(2)
Formula: C5H9NO3S
Source: the OMol25 dataset
Level of theory: ωB97M-V with the def2-TZVPD basis set

As for the HOMO-LUMO gap: 10.548 eV. The LUMO energy is 0.5879 eV. The energy is -874.480732 Ha.

Element x y z (Å)
C 0.3836 1.6327 -0.4991
C 1.0303 0.4342 0.1757
C -0.3521 -1.1233 -0.0766
C 1.4101 0.6209 1.6529
C -0.2598 -1.8199 -1.4519
N -0.9523 1.4823 -0.4645
O 0.9090 2.5297 -1.0937
O -2.6971 -0.4106 -0.5148
O -1.8480 0.3547 1.6632
S -1.6329 0.0511 0.2896
H 1.8856 -0.0502 -0.4799
H -0.1015 -1.9145 0.5963
H 2.4816 0.9545 1.7412
H 1.3565 -0.2509 2.3037
H 0.8581 1.3294 2.0892
H -0.4241 -1.0119 -2.1123
H -1.1673 -2.4340 -1.4727
H 0.7558 -2.3836 -1.3609
H -1.6354 2.0094 -0.9856

Atomic charges from the Mulliken analysis, expressed in e, are listed below:
1. C 0.414
2. C 0.114
3. C -0.345
4. C -1.403
5. C -1.099
6. N -0.232
7. O -0.587
8. O -0.639
9. O -0.606
10. S 1.100
11. H 0.346
12. H 0.537
13. H 0.353
14. H 0.338
15. H 0.446
16. H 0.327
17. H 0.352
18. H 0.339
19. H 0.244

***

(3)
Formula: C5H9NO4
Source: the OMol25 dataset
Level of theory: ωB97M-V with the def2-TZVPD basis set

As for the HOMO-LUMO gap: 9.761 eV. The LUMO energy is 0.0726 eV. The energy is -551.645806 Ha.

Element x y z (Å)
C -1.0646 -0.4656 0.2381
C -1.2100 1.0197 0.0892
C 0.3818 -0.8855 -0.2514
C 1.5521 -0.6242 0.6328
C 2.5967 0.3299 -0.0263
H -2.9157 -1.2143 0.0723
H -2.3628 -1.0282 -1.3660
H -1.2095 -0.7505 1.2970
H 0.5091 -0.5140 -1.3415
H 0.1794 -1.9346 -0.4096
H 2.2793 -1.4261 0.7801
H 1.2019 -0.2582 1.6094
H 1.3173 1.7428 -0.3387
H -2.4675 2.4647 -0.0006
N -2.0744 -1.3334 -0.4364
O -0.2594 1.8643 0.0712
O 3.7498 -0.0107 -0.2541
O 2.3188 1.5621 -0.3485
O -2.5223 1.4619 -0.0171

Atomic charges from the Mulliken analysis, expressed in e, are listed below:
1. C 0.255
2. C 0.530
3. C -0.892
4. C -0.558
5. C 0.525
6. H 0.285
7. H 0.252
8. H 0.304
9. H 0.353
10. H 0.416
11. H 0.270
12. H 0.383
13. H 0.491
14. H 0.379
15. N -0.683
16. O -0.707
17. O -0.626
18. O -0.509
19. O -0.467

***

(4)
Formula: C5H9NO4S
Source: the OMol25 dataset
Level of theory: ωB97M-V with the def2-TZVPD basis set

As for the HOMO-LUMO gap (alpha / beta): 8.632 / 7.107 eV. The LUMO energy (alpha / beta) is -1.0929 / -1.7527 eV. The energy is -949.603133 Ha.

Element x y z (Å)
C -1.7079 -1.5523 -0.2739
C 1.0794 -0.0364 0.1861
C -0.5456 1.8715 0.6702
C -1.9699 2.2723 0.3025
C 2.3565 -1.9693 -0.2193
N -0.1734 0.4421 0.4244
O 2.0789 0.6062 0.0719
O -0.6638 -1.2070 2.2692
O -2.7740 1.7538 1.2046
O 1.0563 -1.4138 0.0796
S -1.3398 -0.5976 1.1017
H -2.1241 -2.5335 -0.3282
H -2.2639 -0.9943 -1.0476
H 0.1197 2.4629 0.0750
H -0.2897 2.0273 1.7208
H -2.2001 3.3548 0.2474
H -2.2034 1.9938 -0.7593
H 2.9684 -0.9977 -0.5742
H 2.3127 -2.8606 -1.0105
H 2.7098 -2.4289 0.7738

Atomic charges from the Mulliken analysis, expressed in e, are listed below:
1. C -0.651
2. C 0.677
3. C -0.669
4. C -0.315
5. C -0.695
6. N 0.094
7. O -0.612
8. O -0.614
9. O -0.349
10. O -0.251
11. S 0.600
12. H 0.418
13. H 0.238
14. H 0.435
15. H 0.320
16. H 0.374
17. H 0.228
18. H 0.324
19. H 0.198
20. H 0.249

***

(5)
Formula: C5H9NOS
Source: the OMol25 dataset
Level of theory: ωB97M-V with the def2-TZVPD basis set

As for the HOMO-LUMO gap: 8.597 eV. The LUMO energy is -0.8973 eV. The energy is -723.861472 Ha.

Element x y z (Å)
C -2.0828 0.3316 1.2691
C -1.5751 0.7833 -0.0914
C -0.1151 0.9868 -0.3414
C 0.3317 2.1292 -0.7735
C -0.0716 -1.5852 -0.5364
H -2.0399 -0.8648 1.4471
H -3.1576 0.4799 1.3466
H -1.3689 0.9085 1.9043
H -1.7981 1.8512 -0.1202
H -1.9896 0.2424 -1.1670
H 1.2520 2.1454 -1.0458
H -0.2015 3.1902 -0.4977
H 3.4867 0.4794 -0.0999
H 0.7541 -2.2955 -0.4123
N 0.6256 -0.3537 -0.5788
O -1.4415 -1.8571 -0.5756
S 2.0808 -0.2924 0.6340

Atomic charges from the Mulliken analysis, expressed in e, are listed below:
1. C -0.985
2. C -0.556
3. C 0.538
4. C -0.929
5. C 0.093
6. H 0.195
7. H 0.307
8. H 0.335
9. H 0.383
10. H 0.305
11. H 0.418
12. H 0.185
13. H 0.171
14. H 0.369
15. N -0.153
16. O -0.542
17. S -0.134

***

(6)
Formula: C5H9NOS
Source: the OMol25 dataset
Level of theory: ωB97M-V with the def2-TZVPD basis set

As for the HOMO-LUMO gap: 8.676 eV. The LUMO energy is 0.5884 eV. The energy is -723.888984 Ha.

Element x y z (Å)
C -1.7998 -1.2604 1.0754
C -1.6872 -1.0786 -0.2433
C -1.4709 0.1876 -1.0883
C -1.1981 1.4816 -0.3126
C 1.7826 0.3376 -0.1005
H -2.3229 -2.2207 1.2686
H -1.4667 -0.6210 1.8639
H -1.6852 -1.8708 -1.1355
H -0.7924 -0.0942 -1.6998
H -2.3254 0.4303 -1.7338
H -2.2218 1.9200 0.1338
H -0.5305 2.1943 -1.0546
H 1.2396 2.3521 0.1154
H 2.5776 0.9294 -0.4423
N 1.1185 1.3574 0.3481
O -0.0880 1.2201 0.8790
S 1.6651 -1.2680 -0.1730

Atomic charges from the Mulliken analysis, expressed in e, are listed below:
1. C -0.707
2. C -0.020
3. C -0.978
4. C -0.241
5. C -0.129
6. H 0.229
7. H 0.307
8. H 0.192
9. H 0.527
10. H 0.429
11. H 0.302
12. H 0.279
13. H 0.291
14. H 0.332
15. N -0.144
16. O -0.344
17. S -0.324